The following is a quantum chemistry calculation of an isolated molecule of C3H9N5 at a distorted geometry, from OMol25.

ORCA input file:
```
! RIJCOSX wB97M-V def2-TZVPD def2/J DEFGRID3
* xyz 0 1
H 2.97 -0.30 -1.43
N 2.05 -0.66 -1.39
C 1.17 0.17 -0.98
N -0.15 -0.12 -1.08
N -0.51 -1.23 -1.86
C -1.14 0.75 -0.67
N -1.14 1.45 0.42
N -0.09 1.06 1.37
C -0.51 -0.15 2.13
H 1.40 1.07 -0.46
H -0.41 -2.05 -1.25
H 0.32 -1.27 -2.51
H -2.06 0.89 -1.28
H -0.04 1.83 1.99
H -1.56 -0.03 2.51
H -0.43 -1.05 1.52
H 0.13 -0.37 2.98
*
```

Calculated values
Orbital gap (eV): 9.48
E_LUMO (eV): 1.00
Maximum force (Eh/bohr): 0.044
SMILES string: [H]/N=C/N(N)/C=N\NC
E_tot (eV): -10704.745